A molecular structure, C27H19CoF6N6O5PS2. Source: OMol25; level of theory: the ωB97M-V functional and the def2-TZVPD basis.

ORCA input file:
```
! wB97M-V def2-TZVPD RIJCOSX def2/J DEFGRID3
* xyz 1 1
Co -0.24881 -0.08193 -0.05351
O -2.08074 1.98734 0.65292
C -1.55595 1.02214 1.09846
C -1.61415 0.71362 2.56376
C -2.31876 1.56002 3.41982
C -2.46926 1.20095 4.74542
C -1.95459 -0.00377 5.21680
C -1.25873 -0.84730 4.36802
C -1.06333 -0.46718 3.04315
P -0.21873 -1.46707 1.81756
C -1.12424 -3.04042 1.94035
C -0.50863 -4.23826 2.28687
C -1.26659 -5.39935 2.39475
C -2.63254 -5.36594 2.16717
C -3.25525 -4.16713 1.83382
C -2.50522 -3.01128 1.72080
C 1.45542 -1.86972 2.36313
C 1.92846 -1.55260 3.63323
C 3.22266 -1.89208 3.99383
C 4.04814 -2.54600 3.09201
C 3.58136 -2.86351 1.82399
C 2.28963 -2.52464 1.45662
H -2.74654 2.47426 3.03273
H -3.01250 1.84993 5.41934
H -2.10981 -0.28590 6.24961
H -0.87744 -1.79405 4.72970
H 0.55642 -4.27228 2.47218
H -0.78363 -6.32913 2.66394
H -3.21803 -6.27129 2.25626
H -4.32382 -4.13731 1.66697
H -2.99514 -2.07682 1.46514
H 1.30358 -1.02052 4.33721
H 3.59018 -1.63082 4.97691
H 5.06116 -2.80088 3.37339
H 4.22638 -3.36626 1.11566
H 1.93604 -2.76299 0.46109
F 2.15861 3.34814 -0.35047
C 2.89546 2.90193 0.66793
F 2.60137 3.60587 1.74889
F 4.17367 3.04176 0.36909
S 2.55218 1.11264 1.01890
O 1.07404 1.01550 0.92056
O 3.11464 0.90994 2.30370
N 3.29059 0.28338 -0.08893
S 2.50118 -0.05554 -1.41227
O 2.21410 1.05809 -2.26511
O 1.39925 -0.98086 -1.12983
C 3.72661 -1.07657 -2.33351
F 4.08909 -2.13013 -1.61338
F 4.78343 -0.34471 -2.62834
F 3.12893 -1.48157 -3.44528
N -0.71602 2.62865 -3.13427
C -0.31461 2.47635 -1.87598
N -0.66040 1.27120 -1.47183
C -1.26059 0.72691 -2.56037
N -1.31769 1.51612 -3.59910
C -1.65155 -0.66570 -2.46687
C -2.20295 -1.39065 -3.51155
N -2.37745 -2.70199 -3.43262
C -1.96253 -3.28507 -2.31694
C -1.42169 -2.57034 -1.25689
N -1.30356 -1.24412 -1.30378
H -0.61588 3.43555 -3.72923
H 0.17657 3.23254 -1.29378
H -2.48280 -0.88779 -4.42853
H -2.05726 -4.36117 -2.24780
H -1.09488 -3.08094 -0.36866
*
```

The molecular weight comes out at 775.5 g/mol. Its orbital gap (spin up / spin down) is 8.5 / 8.4 eV. The value obtained for the electronic energy is -4864.54111 hartree.

---

2 unconnected molecules or ions with the total composition C27H19F4 in a non-equilibrium geometry. Source: OMol25; level of theory: the ωB97M-V functional and the def2-TZVPD basis.

ORCA input file:
```
! wB97M-V def2-TZVPD RIJCOSX def2/J DEFGRID3
* xyz 1 1
F -3.28038 2.12590 -0.11653
C -3.07739 0.80783 -0.47364
C -3.84456 0.28898 -1.50685
C -3.63249 -1.06087 -1.79816
F -4.39335 -1.63111 -2.79629
C -2.74387 -1.85298 -1.08777
C -2.09318 -1.33936 0.05222
C -1.44460 -2.26674 1.03130
C -0.00511 -2.03683 1.38075
C 0.90661 -3.10956 1.33410
C 2.10572 -3.03561 2.01163
F 2.91504 -4.15052 2.08494
C 2.52636 -1.88299 2.68997
C 1.68304 -0.78647 2.57375
F 2.02272 0.35917 3.26918
C 0.48287 -0.80129 1.86931
C -2.17998 0.05089 0.28213
H -4.58569 0.89144 -2.03781
H -2.59785 -2.90330 -1.34547
H -1.59279 -3.31024 0.72259
H 0.60567 -4.02963 0.81959
H 3.44196 -1.85541 3.28338
H -0.09064 0.10557 1.78432
H -1.64862 0.51907 1.09182
C -2.96585 -2.37619 3.34592
C -2.05360 -2.18274 4.48419
C -2.59199 -1.58007 5.62624
C -4.04295 -1.17762 5.68705
H -4.15318 -0.30170 6.33846
C -4.62200 -0.87088 4.33002
C -4.10672 -1.46313 3.17165
C -4.78684 -1.31067 1.95199
C -5.84212 -0.39990 1.86116
C -6.28058 0.27529 3.00052
C -5.69143 0.00439 4.21925
C -1.76918 -1.35971 6.72096
C -0.44914 -1.76275 6.72445
C 0.05581 -2.47317 5.63551
C -0.75924 -2.72491 4.52790
H -2.04096 -2.22331 1.98818
H -3.19053 -3.44201 3.11143
H -4.63401 -1.97226 6.17740
H -4.45176 -1.90202 1.10958
H -6.30590 -0.26038 0.89719
H -7.09668 0.98478 2.92807
H -6.04070 0.46750 5.12336
H -2.20335 -0.85816 7.56580
H 0.18740 -1.55678 7.57788
H 1.06202 -2.85972 5.61989
H -0.43112 -3.31569 3.68297
*
```

The molecular weight comes out at 419.4 g/mol. Its orbital gap is 6.3 eV. The calculation puts the relative energy (zero: lowest compared OMol25 entry of this formula, charge and spin) at 0.0 kJ/mol. The value obtained for the electronic energy is -1439.43202 hartree.

---

A molecular structure, C27H19FeI2N7OS3 in a non-equilibrium geometry. Source: OMol25; level of theory: the ωB97M-V functional and the def2-TZVPD basis.

ORCA input file:
```
! wB97M-V def2-TZVPD RIJCOSX def2/J DEFGRID3
* xyz -2 1
Fe -0.18925 0.02860 -0.47933
C 2.23112 -2.07337 4.94301
C 2.20873 -0.59123 4.55340
N 2.81222 -0.32764 3.26958
C 2.17690 -0.72637 2.10179
S 3.22515 -1.09266 0.79486
N 0.88899 -0.81441 2.14291
N 0.10955 -1.07453 1.09067
C -0.94462 -1.87802 1.29424
C -1.08074 -2.63259 2.58717
C -1.88896 -1.96483 0.27135
C -3.02450 -2.81965 0.26840
C -3.94190 -2.74009 -0.73555
C -3.73710 -1.81719 -1.78244
C -2.58649 -1.06054 -1.75976
N -1.68442 -1.11805 -0.79753
H 1.73362 -2.22434 5.89933
H 1.71335 -2.65642 4.18565
H 3.25457 -2.43836 5.01919
H 1.17668 -0.24000 4.49958
H 2.74120 -0.00199 5.30855
H 3.80889 -0.49472 3.21898
H -0.54689 -2.09018 3.36250
H -2.12294 -2.72041 2.88207
H -0.65219 -3.63339 2.50708
H -3.14448 -3.52840 1.07255
H -4.82470 -3.36610 -0.73630
H -4.45252 -1.70102 -2.58206
H -2.38817 -0.35632 -2.55799
I -3.57899 2.56494 2.21097
C -1.57700 3.04600 1.77354
C -1.00640 4.22172 2.20557
C 0.29683 4.50386 1.83396
I 1.07668 6.38628 2.44581
C 1.08626 3.62578 1.07177
C 2.39056 3.85342 0.60352
C 3.00632 2.86364 -0.16343
C 2.35108 1.68300 -0.42953
N 1.11300 1.42231 0.01403
C 0.47910 2.39418 0.71781
C -0.87559 2.11105 1.01115
O -1.41554 1.03082 0.54674
H -1.57024 4.90883 2.82042
H 2.89763 4.78318 0.81507
H 3.99880 3.01749 -0.56316
H 2.82308 0.90267 -1.00497
S -0.39538 1.30715 -2.38352
C 0.54948 0.46182 -3.56413
C 0.70005 0.98122 -4.84096
C 1.38496 0.28284 -5.83634
C 1.55017 0.84575 -7.10055
N 1.69290 1.33453 -8.13948
C 1.91718 -1.01288 -5.53372
C 1.81573 -1.49435 -4.22668
C 1.17389 -0.77439 -3.23249
S 1.12247 -1.38042 -1.60567
C 2.50740 -1.78672 -6.53104
N 2.99043 -2.44651 -7.34996
H 0.26596 1.94489 -5.07034
H 2.24324 -2.45405 -3.97756
*
```

The molecular weight comes out at 863.4 g/mol. Its orbital gap is 4.5 eV. The calculation puts the relative energy (zero: lowest compared OMol25 entry of this formula, charge and spin) at 92.8 kJ/mol. The value obtained for the electronic energy is -4552.63124 hartree.

---

A molecular structure, C27H19FeN5O4S. Source: OMol25; level of theory: the ωB97M-V functional and the def2-TZVPD basis.

ORCA input file:
```
! wB97M-V def2-TZVPD RIJCOSX def2/J DEFGRID3
* xyz 0 5
Fe 1.11351 0.59380 0.02956
O 5.02430 1.62084 -1.01680
C 3.96408 1.29426 -0.53211
N 2.71471 1.29715 -1.09811
C 2.52358 1.69408 -2.39176
O 3.32561 2.07494 -3.21587
C 1.04901 1.63389 -2.78795
C 0.65967 1.99432 -4.06826
C -0.68662 1.94147 -4.38632
C -1.59766 1.53924 -3.41860
C -1.12341 1.19914 -2.16488
N 0.17320 1.24311 -1.86054
C 3.93312 0.80560 0.90926
C 5.11294 0.67216 1.62125
C 5.04742 0.21125 2.92505
C 3.81163 -0.09861 3.47318
C 2.68106 0.06865 2.69427
N 2.74361 0.51715 1.44147
H 1.42023 2.30292 -4.77051
H -1.02562 2.21314 -5.37760
H -2.65694 1.48677 -3.62775
H -1.79246 0.87157 -1.37634
H 6.04217 0.92534 1.13223
H 5.95093 0.08836 3.50790
H 3.71976 -0.47143 4.48333
H 1.69349 -0.17387 3.06867
O 0.22654 -3.14279 1.70636
S 0.31200 -2.34236 0.51293
O 1.58545 -2.19676 -0.15562
N -0.16628 -0.83444 0.73795
C -1.30078 -0.46147 1.43061
C -2.28695 -1.27524 1.94281
C -3.40665 -0.72529 2.60063
C -3.56340 0.62187 2.76284
C -2.56675 1.49346 2.26162
C -2.62952 2.89937 2.38340
C -1.62643 3.67790 1.87952
C -0.53889 3.04779 1.24551
N -0.45069 1.74665 1.11383
C -1.44432 0.95415 1.60610
C -0.83125 -3.03550 -0.65412
C -1.54855 -4.17690 -0.34171
C -2.43609 -4.69696 -1.27596
C -2.59673 -4.07494 -2.50403
C -1.86601 -2.93169 -2.81117
C -0.97814 -2.41120 -1.88705
H -2.20075 -2.34885 1.85837
H -4.15806 -1.40267 2.98601
H -4.42693 1.03341 3.26857
H -3.48179 3.34594 2.88165
H -1.64743 4.75537 1.95872
H 0.27519 3.63769 0.83869
H -1.40483 -4.64383 0.62340
H -3.00040 -5.58998 -1.04175
H -3.28890 -4.48248 -3.22939
H -1.98474 -2.45345 -3.77490
H -0.38922 -1.53205 -2.11658
*
```

The molecular weight comes out at 565.4 g/mol. Its orbital gap (spin up / spin down) is 7.8 / 7.9 eV. The value obtained for the electronic energy is -3277.06769 hartree.

---

A molecular structure, C27H19IrN4S2 in a non-equilibrium geometry. Source: OMol25; level of theory: the ωB97M-V functional and the def2-TZVPD basis.

ORCA input file:
```
! wB97M-V def2-TZVPD RIJCOSX def2/J DEFGRID3
* xyz -2 5
Ir -0.73601 -1.15563 -0.19204
S -2.93764 -0.83161 -0.84967
C -3.47005 -0.77444 0.74534
C -4.66696 -1.30868 1.06024
C -5.17339 -1.05155 2.34443
C -6.42534 -1.71091 2.70037
N -7.56281 -1.84033 2.81588
C -4.38262 -0.32259 3.29113
C -3.11709 0.18104 2.93899
C -2.71786 -0.03810 1.64368
S -1.34886 0.73404 1.01621
C -4.86726 -0.05804 4.64097
N -5.22977 0.04718 5.73357
H -5.24124 -1.90555 0.33608
H -2.49743 0.75455 3.63961
C -0.41121 -4.57828 -0.31049
C -1.09970 -3.88272 -1.42197
N -1.30974 -2.58810 -1.53625
C -1.97800 -2.42250 -2.72112
C -2.17877 -3.63285 -3.33860
N -1.61518 -4.55536 -2.50211
H -0.07842 -3.86069 0.44570
H 0.46698 -5.11758 -0.67862
H -1.08409 -5.29414 0.17162
H -2.27803 -1.44109 -3.06456
H -2.65658 -3.90782 -4.26751
H -1.58025 -5.55498 -2.64616
C 0.85916 -0.47882 0.98924
C 1.61867 0.50858 0.50789
C 2.36391 1.47718 0.03564
C 1.88737 2.88074 0.21146
C 2.04071 3.80914 -0.83109
C 1.60428 5.12839 -0.68490
C 1.00735 5.53803 0.50449
C 0.84579 4.63037 1.54823
C 1.28231 3.31065 1.40412
C 3.64020 1.11228 -0.64640
C 4.79759 1.87598 -0.42363
C 6.00104 1.55259 -1.05562
C 6.06499 0.46099 -1.91792
C 4.92719 -0.30813 -2.14929
C 3.72251 0.01417 -1.51852
H 2.49518 3.51319 -1.77500
H 1.72808 5.83444 -1.50227
H 0.66583 6.56392 0.61751
H 0.37887 4.94824 2.47737
H 1.14828 2.62843 2.24181
H 4.77774 2.72856 0.25291
H 6.88895 2.15206 -0.87088
H 7.00181 0.20813 -2.40804
H 4.97557 -1.16131 -2.82158
H 2.84980 -0.60231 -1.72676
H 0.60411 -2.20873 -0.45349
*
```

The molecular weight comes out at 655.8 g/mol. Its orbital gap (spin up / spin down) is 2.7 / 4.8 eV. The value obtained for the electronic energy is -2159.73683 hartree.

---

A molecular structure, C27H20AsN9O3SSr in a non-equilibrium geometry. Source: OMol25; level of theory: the ωB97M-V functional and the def2-TZVPD basis.

ORCA input file:
```
! wB97M-V def2-TZVPD RIJCOSX def2/J DEFGRID3
* xyz -2 1
Sr 0.17332 -0.24667 0.13011
O -1.67353 -0.41956 2.99592
C -1.92421 0.00733 1.80841
O -1.80797 -0.71075 0.80288
C -2.43140 1.43022 1.80963
C -3.62618 1.61538 2.50686
C -4.13811 2.87317 2.76592
C -3.39927 3.98214 2.36216
C -2.22099 3.81389 1.66721
C -1.70767 2.54120 1.32426
S -0.27616 2.49750 0.33822
H -4.16018 0.73660 2.85264
H -5.07841 2.99015 3.29171
H -3.74860 4.98239 2.59840
H -1.64336 4.67241 1.34900
N 2.07023 -0.44925 -3.32526
C 2.83863 -0.16163 -2.21842
N 4.14773 0.05086 -2.29784
N 4.53153 0.24616 -1.02167
N 3.51377 0.15554 -0.23437
N 2.39695 -0.10238 -0.95743
C 0.70183 -0.60002 -3.33505
N 0.02387 -0.89048 -4.44007
N -1.25700 -0.97918 -4.03190
N -1.33415 -0.75085 -2.76537
N -0.10029 -0.50050 -2.26822
H 2.53212 -0.42504 -4.21376
O 0.84458 -1.18238 1.90013
As -0.08180 -1.92944 3.00684
C -1.44925 -3.18027 2.44949
C -1.13415 -3.98542 1.36079
C -1.96284 -5.03637 1.00792
C -3.10031 -5.30470 1.75946
C -3.41756 -4.49960 2.84254
C -2.59828 -3.43094 3.18214
C 0.04582 -1.10881 4.76807
C 1.26277 -0.47271 4.98512
C 1.51651 0.16091 6.19236
C 0.55413 0.15153 7.19218
C -0.66116 -0.48174 6.97504
C -0.92161 -1.10057 5.76128
C 1.12521 -3.42547 3.59103
C 2.37973 -3.60532 3.02180
C 3.23877 -4.58893 3.49798
C 2.84666 -5.40141 4.55173
C 1.59281 -5.23175 5.12672
C 0.74191 -4.24904 4.64670
H -0.23918 -3.77995 0.78332
H -1.71851 -5.64759 0.14874
H -3.74172 -6.13765 1.49890
H -4.30888 -4.69408 3.42696
H -2.87016 -2.77601 4.00090
H 1.99876 -0.46030 4.18829
H 2.46030 0.66957 6.34233
H 0.74226 0.65101 8.13519
H -1.42413 -0.47806 7.74463
H -1.89013 -1.55047 5.58314
H 2.68360 -2.95653 2.20665
H 4.21805 -4.71835 3.05282
H 3.51392 -6.16493 4.93501
H 1.28251 -5.86177 5.95287
H -0.23748 -4.11391 5.09767
*
```

The molecular weight comes out at 713.1 g/mol. Its orbital gap is 5.9 eV. The calculation puts the relative energy (zero: lowest compared OMol25 entry of this formula, charge and spin) at 174.5 kJ/mol. The value obtained for the electronic energy is -4424.21082 hartree.

---

What is the formula in the third record? C27H19FeI2N7OS3